99
Properties=species:S:1:pos:R:3:forces:R:3:mulliken_charge:R:1 method="wB97M-V/def2-TZVPD" homo_lumo_gap_ev=5.881 fmax_ev_per_a=0.91 spin_multiplicity=1 charge=-2 energy_ha=-3698.903296 e_homo_ev=-1.28
Cu -0.3653 0.1621 -0.1480 -0.749 -0.257 -0.440 -0.583
C -3.0160 2.9159 -0.4728 -0.025 -0.035 -0.039 -1.017
C -2.3287 3.2101 -1.8096 0.091 -0.102 0.164 0.369
C -2.0741 1.9276 -2.6111 0.016 0.067 -0.003 -1.152
C -1.0542 4.0251 -1.6630 -0.051 0.011 -0.026 0.531
C -0.9488 5.1827 -2.4315 0.078 -0.037 -0.047 -0.744
C 0.1853 5.9797 -2.4210 -0.020 -0.076 0.093 -1.551
C 1.2570 5.5806 -1.6377 -0.038 -0.036 0.019 0.028
C 1.1975 4.4331 -0.8556 0.039 0.005 0.075 0.244
C 2.4407 4.0242 -0.0767 0.011 0.073 -0.025 1.306
C 3.6365 3.8117 -1.0112 -0.028 -0.033 -0.008 -1.455
C 2.7894 5.0291 1.0268 -0.062 0.026 -0.038 -1.780
C 0.0115 3.6525 -0.8139 0.109 0.180 -0.023 -0.648
N -0.0298 2.5197 0.0037 0.063 -0.060 0.201 1.157
C 0.1103 2.7366 1.3113 0.096 0.078 -0.160 -0.251
O 0.0196 3.8114 1.9378 -0.055 -0.065 -0.014 -0.863
C 0.5599 1.5149 2.1046 -0.026 -0.060 -0.085 0.164
C 0.8178 1.5636 3.4660 -0.007 -0.020 0.079 -0.721
C 1.3757 0.4430 4.0703 0.003 -0.004 -0.095 -0.680
C 1.6769 -0.6795 3.3077 0.021 0.040 0.059 -0.681
C 1.3583 -0.6617 1.9590 0.018 0.025 -0.144 -0.241
N 0.8076 0.4138 1.4000 0.352 0.132 0.664 1.266
C 1.6527 -1.8186 1.0068 -0.013 -0.212 0.036 -0.086
O 2.4760 -2.6907 1.3714 -0.149 0.168 -0.020 -0.889
N 0.9697 -1.7177 -0.1160 0.356 0.365 -0.221 1.574
C 1.2213 -2.5664 -1.1920 0.166 -0.155 0.031 -1.374
C 1.9667 -2.0872 -2.2954 -0.097 0.037 0.089 0.505
C 2.1965 -2.9235 -3.3801 -0.088 -0.056 -0.013 -0.543
C 1.6897 -4.2172 -3.4143 0.009 0.070 0.039 -1.467
C 0.9371 -4.6737 -2.3437 -0.027 0.022 0.038 -0.185
C 0.6926 -3.8689 -1.2347 0.059 -0.062 0.018 0.911
C -0.1017 -4.4000 -0.0592 0.001 -0.085 -0.047 2.061
C -1.4828 -4.9065 -0.4749 -0.005 0.004 -0.010 -1.408
C 0.6917 -5.4725 0.6910 0.117 -0.016 0.028 -1.856
C 2.5300 -0.6775 -2.2705 -0.008 -0.082 -0.101 2.203
C 2.3807 0.0463 -3.6112 -0.003 -0.029 0.045 -1.747
C 3.9865 -0.6910 -1.7985 -0.005 0.033 0.057 -1.627
H -4.0225 2.5148 -0.6424 0.071 0.027 -0.008 0.589
H -3.0909 3.8230 0.1348 -0.012 -0.049 -0.037 0.364
H -2.4447 2.1757 0.0853 -0.045 0.035 -0.014 -0.549
H -3.0101 3.8246 -2.4058 -0.048 0.085 -0.014 0.460
H -1.3821 1.2742 -2.0743 -0.037 -0.005 -0.009 -0.061
H -1.6425 2.1650 -3.5890 -0.033 0.000 0.041 0.485
H -3.0048 1.3717 -2.7586 0.046 0.010 0.024 0.361
H -1.7880 5.4612 -3.0615 -0.033 -0.009 0.009 0.339
H 0.2324 6.8890 -3.0101 0.006 -0.025 -0.013 0.338
H 2.1623 6.1808 -1.6291 0.007 -0.033 -0.001 0.278
H 2.2317 3.0632 0.3905 0.016 0.011 0.002 -0.328
H 3.9323 4.7457 -1.4985 0.004 -0.018 0.003 0.301
H 3.3945 3.0861 -1.7920 0.022 0.023 0.031 0.191
H 4.4975 3.4367 -0.4480 -0.034 0.017 -0.033 0.446
H 3.0599 5.9994 0.5925 0.010 -0.045 0.018 0.322
H 3.6413 4.6726 1.6169 -0.040 0.022 -0.042 0.418
H 1.9336 5.1649 1.6896 0.048 -0.025 -0.036 0.399
H 0.5876 2.4697 4.0100 0.020 -0.012 -0.033 0.525
H 1.5924 0.4531 5.1328 -0.011 -0.013 0.002 0.382
H 2.1480 -1.5604 3.7220 -0.007 -0.004 -0.008 0.549
H 2.7769 -2.5595 -4.2220 -0.009 -0.003 0.022 0.249
H 1.8769 -4.8588 -4.2682 0.000 0.006 -0.003 0.319
H 0.5350 -5.6829 -2.3673 0.005 0.029 0.015 0.290
H -0.2469 -3.5598 0.6163 -0.001 0.002 0.014 -0.953
H -1.4061 -5.7450 -1.1759 -0.020 0.023 0.040 0.304
H -2.0573 -4.1103 -0.9523 -0.003 -0.014 -0.004 0.279
H -2.0450 -5.2481 0.4004 0.025 0.008 -0.041 0.428
H 0.8878 -6.3355 0.0431 -0.040 0.026 0.031 0.343
H 0.1365 -5.8239 1.5683 0.017 0.014 -0.053 0.420
H 1.6491 -5.0609 1.0236 -0.110 -0.023 -0.032 0.370
H 1.9542 -0.1209 -1.5314 -0.068 0.034 0.076 -1.092
H 3.0083 -0.4015 -4.3899 -0.035 0.045 0.038 0.360
H 2.6709 1.0958 -3.5079 0.013 -0.043 -0.008 0.336
H 1.3411 0.0175 -3.9494 0.072 0.003 0.002 0.426
H 4.6130 -1.2473 -2.5057 -0.023 0.024 0.038 0.361
H 4.0623 -1.1749 -0.8207 0.008 0.022 -0.063 0.412
H 4.3793 0.3291 -1.7151 -0.024 -0.069 -0.007 0.299
C -6.5420 -3.4833 -1.3112 0.055 0.048 0.034 -0.378
C -6.0879 -3.0737 -0.0612 0.039 0.026 -0.056 -0.926
C -4.9193 -2.3358 0.0712 0.058 -0.002 0.008 0.074
C -4.1561 -1.9695 -1.0503 0.009 -0.018 0.002 1.066
C -4.6285 -2.4054 -2.2990 -0.013 0.019 0.025 -0.417
C -5.7956 -3.1439 -2.4330 0.041 0.015 0.056 -0.682
C -2.9004 -1.1824 -1.0195 -0.116 -0.124 0.042 0.043
C -2.2158 -0.6350 0.0002 0.096 0.192 -0.177 -0.462
C -2.5984 -0.6715 1.4127 0.033 -0.179 0.041 0.189
C -3.4866 0.2495 1.9919 -0.049 0.045 0.012 0.123
C -3.7357 0.2534 3.3582 0.030 -0.035 -0.067 -0.760
C -3.1149 -0.6607 4.2018 -0.011 -0.018 -0.054 -0.666
C -2.2323 -1.5835 3.6460 0.011 0.063 -0.084 -0.693
C -1.9746 -1.5864 2.2838 -0.034 0.041 0.060 0.215
H -7.4559 -4.0591 -1.4061 0.022 0.008 -0.001 0.363
H -6.6530 -3.3356 0.8271 0.024 0.006 0.002 0.383
H -4.5856 -2.0452 1.0586 -0.029 0.005 -0.045 0.482
H -4.0482 -2.1514 -3.1813 -0.031 -0.010 0.031 0.390
H -6.1218 -3.4619 -3.4173 0.010 0.012 -0.008 0.341
H -2.4788 -1.0640 -2.0204 -0.061 -0.018 0.045 -0.081
H -3.9795 0.9744 1.3534 0.032 -0.033 0.027 0.248
H -4.4204 0.9880 3.7685 -0.003 0.005 -0.003 0.373
H -3.3042 -0.6469 5.2695 0.012 0.002 -0.032 0.281
H -1.7186 -2.2927 4.2864 -0.004 -0.018 -0.025 0.359
H -1.2595 -2.2860 1.8657 -0.025 0.033 0.042 0.401

***

107
Properties=species:S:1:pos:R:3:forces:R:3:lowdin_spin:R:1 method="wB97M-V/def2-TZVPD" homo_lumo_gap_ev="5.954 / 5.935" fmax_ev_per_a=0.65 e_above_lowest_kj_mol=0.0 spin_multiplicity=2 charge=-1 energy_ha=-7671.425376 e_homo_ev="-3.46 / -3.44"
Re 0.8134 -0.3873 -0.0702 -0.074 -0.613 0.210 0.828
N 3.5398 -7.0998 -3.2952 -0.014 0.032 0.001 0.000
C 2.5039 -6.1585 -3.2039 0.020 -0.029 -0.014 0.000
C 1.7001 -5.8827 -4.3071 -0.005 0.011 -0.010 0.000
C 0.6572 -4.9760 -4.2030 0.020 -0.001 0.000 0.000
C 0.4054 -4.3486 -2.9938 -0.015 -0.002 0.056 0.000
C 1.1983 -4.6162 -1.8838 -0.014 -0.017 -0.043 0.000
C 2.2401 -5.5180 -1.9930 0.005 0.014 0.052 0.000
S -0.9334 -3.1934 -2.8558 -0.123 0.064 -0.181 0.001
O -1.9265 -3.7457 -1.9653 -0.011 -0.021 0.086 0.000
O -1.3516 -2.9278 -4.2218 0.035 0.014 0.083 0.000
N -0.3306 -1.9038 -2.1512 0.098 -0.045 0.115 0.005
C 0.5955 -1.1783 -2.8032 -0.022 0.119 -0.277 0.015
S 0.8897 -1.0069 -4.5142 -0.029 -0.020 0.042 0.003
C 2.0856 0.2001 -4.1788 0.004 -0.021 0.050 0.001
C 2.1868 0.4105 -2.8518 0.037 -0.025 -0.065 0.005
N 1.3713 -0.3845 -2.0855 0.038 0.194 0.098 0.016
H 3.9163 -7.2019 -4.2246 -0.001 -0.005 -0.004 0.000
H 4.2754 -6.9578 -2.6205 0.000 -0.007 0.004 0.000
H 1.9007 -6.3742 -5.2526 -0.004 0.001 0.001 0.000
H 0.0396 -4.7376 -5.0582 -0.004 -0.002 0.003 0.000
H 1.0086 -4.1033 -0.9483 0.018 0.017 0.021 0.000
H 2.8663 -5.7227 -1.1316 -0.002 0.001 -0.002 0.000
H 2.6346 0.6844 -4.9679 0.006 -0.008 0.003 0.000
H 2.8252 1.1200 -2.3490 0.002 -0.002 -0.034 0.001
C 1.8939 0.7476 0.6451 -0.236 0.109 0.070 -0.015
Ge 3.0342 1.6287 1.8762 0.033 -0.048 -0.102 -0.001
C 2.1408 3.0887 2.8259 -0.018 -0.007 0.008 -0.001
C 1.8177 2.9893 4.1775 -0.009 0.029 -0.011 0.000
C 1.1443 4.0174 4.8270 -0.004 -0.014 0.005 0.000
C 0.7834 5.1602 4.1288 -0.010 0.007 0.001 0.000
C 1.0941 5.2711 2.7795 -0.002 0.004 -0.023 0.000
C 1.7671 4.2424 2.1358 -0.021 -0.022 0.010 0.000
C 4.5603 2.3928 0.9143 0.032 0.025 0.040 0.000
C 5.2060 3.5526 1.3386 0.002 -0.014 -0.018 0.000
C 6.2995 4.0550 0.6433 -0.003 -0.002 0.005 0.000
C 6.7603 3.4004 -0.4899 0.001 0.002 0.000 0.000
C 6.1251 2.2447 -0.9255 -0.004 -0.004 -0.005 0.000
C 5.0333 1.7469 -0.2278 0.002 0.006 0.005 -0.001
C 3.6572 0.3252 3.1968 0.031 0.011 0.009 0.000
C 4.5123 0.7009 4.2331 -0.001 -0.024 0.000 0.000
C 4.9498 -0.2270 5.1682 0.004 0.003 -0.001 0.000
C 4.5361 -1.5496 5.0745 0.002 0.001 0.007 0.000
C 3.6903 -1.9373 4.0453 -0.007 -0.002 -0.018 0.000
C 3.2532 -1.0060 3.1106 0.014 0.016 0.020 0.000
H 2.0890 2.0963 4.7295 -0.003 0.004 0.008 0.000
H 0.8972 3.9225 5.8777 0.002 0.002 -0.002 0.000
H 0.2558 5.9615 4.6319 -0.001 -0.002 0.000 0.000
H 0.8047 6.1565 2.2264 0.000 -0.002 0.002 0.000
H 1.9932 4.3323 1.0785 -0.002 0.010 -0.002 0.000
H 4.8447 4.0796 2.2158 0.004 0.001 -0.002 0.000
H 6.7891 4.9598 0.9837 -0.004 -0.001 0.000 0.000
H 7.6101 3.7925 -1.0356 -0.002 -0.003 0.000 0.000
H 6.4783 1.7328 -1.8127 0.001 0.000 0.002 0.000
H 4.5332 0.8475 -0.5737 0.006 0.002 0.004 -0.001
H 4.8438 1.7318 4.3145 0.003 -0.002 0.000 0.000
H 5.6136 0.0794 5.9680 -0.002 0.002 -0.002 0.000
H 4.8758 -2.2767 5.8024 -0.001 0.000 0.001 0.000
H 3.3682 -2.9685 3.9646 0.001 0.003 0.001 0.000
H 2.5966 -1.3149 2.3031 -0.011 -0.001 0.005 0.002
C -4.3177 1.9073 -4.5765 -0.003 0.011 0.015 0.001
C -5.0553 1.2883 -3.3948 -0.002 -0.005 -0.011 0.001
C -4.8387 -0.2194 -3.2830 0.006 0.002 0.028 0.000
C -3.4529 -0.6270 -2.7855 -0.030 0.010 -0.083 0.000
N -3.2549 -0.2635 -1.3916 -0.039 0.016 -0.015 0.000
C -2.5347 0.7941 -0.9346 0.129 0.068 0.170 0.014
Se -1.4993 1.9542 -1.9015 -0.046 -0.021 -0.142 0.048
N -2.6918 0.8360 0.4163 -0.067 -0.031 -0.009 0.000
C -1.9899 1.7509 1.3066 0.004 -0.010 -0.019 0.005
C -2.5998 3.1435 1.3806 -0.011 0.009 0.034 0.001
C -4.0696 3.2134 1.8027 -0.002 0.000 -0.018 0.000
C -5.0672 2.8906 0.6885 0.001 0.008 0.015 0.000
C -3.5051 -0.2058 0.8235 0.006 0.069 0.022 0.000
C -3.9719 -0.5831 2.0728 0.021 -0.014 -0.033 0.000
C -4.7815 -1.7083 2.1332 0.000 -0.016 0.004 0.000
C -5.0996 -2.4379 0.9851 -0.007 -0.012 0.012 0.000
C -4.6384 -2.0537 -0.2653 0.010 0.004 -0.008 0.000
C -3.8542 -0.9127 -0.3249 0.016 -0.023 -0.007 0.000
H -4.5135 2.9792 -4.6428 0.004 -0.004 0.000 0.000
H -4.6350 1.4460 -5.5159 0.008 0.001 0.002 0.000
H -3.2396 1.7824 -4.4716 0.001 -0.006 -0.007 0.001
H -6.1275 1.4848 -3.4896 0.002 -0.003 0.002 0.000
H -4.7312 1.7738 -2.4693 0.004 0.003 0.004 0.001
H -4.9902 -0.6848 -4.2622 0.005 -0.008 0.001 0.000
H -5.5865 -0.6541 -2.6122 -0.007 0.011 -0.010 0.000
H -2.6548 -0.1510 -3.3530 0.009 -0.010 -0.002 0.000
H -3.3243 -1.7034 -2.8763 0.049 -0.041 0.051 0.000
H -0.9553 1.8021 0.9586 0.002 -0.008 -0.003 0.008
H -1.9759 1.2728 2.2867 -0.005 0.002 0.019 0.000
H -2.4738 3.6329 0.4118 0.004 -0.009 -0.004 0.000
H -1.9888 3.7020 2.0965 0.013 0.002 -0.001 0.000
H -4.2704 4.2289 2.1564 0.005 0.001 0.005 0.000
H -4.2427 2.5554 2.6620 -0.007 0.004 0.001 0.000
H -4.7979 3.4212 -0.2280 -0.007 0.000 0.000 0.000
H -6.0772 3.1960 0.9704 -0.002 -0.010 0.001 0.000
H -5.1025 1.8265 0.4562 0.013 0.002 -0.011 0.000
H -3.7040 -0.0343 2.9652 0.001 -0.005 0.001 0.000
H -5.1599 -2.0374 3.0928 -0.001 0.001 -0.003 0.000
H -5.7091 -3.3281 1.0725 -0.003 0.003 0.006 0.000
H -4.8542 -2.6356 -1.1506 -0.007 0.012 -0.014 0.000
C -1.3879 -3.4193 1.4824 -0.011 -0.026 -0.029 0.001
C -0.3899 -2.3577 1.1429 0.037 0.095 0.018 0.006
O 0.7325 -2.6532 0.6648 -0.090 0.192 -0.047 0.044
O -0.7032 -1.1191 1.2729 0.260 -0.045 -0.165 0.007
H -0.8905 -4.2477 1.9852 0.007 0.007 0.008 0.000
H -1.7887 -3.7899 0.5349 -0.029 0.020 0.005 0.000
H -2.1995 -3.0217 2.0864 -0.008 0.020 0.005 0.001